# 1
Below is a 3-piece molecular cluster, C34H69NO9 overall in a non-equilibrium geometry, with properties calculated with ωB97M-V/def2-TZVPD.

Results
SMILES string: CCCC[C@@]1(OCCOCC)NC(=O)[C@](CCCCCOC(C)=O)(COCC)[C@@]1(CC)CCCOC.CC(C)O.CC(C)O
HOMO energy (Ha): -0.3433
Frontier orbital gap (eV): 9.86
LUMO level (eV): 0.5

Structure (XYZ):
```
113
C34H69NO9 (ωB97M-V/def2-TZVPD)
H -4.768 -0.780 3.047
C -0.172 1.357 -1.107
C -5.263 -3.166 3.642
C 0.304 -4.855 -2.668
H -2.371 -6.150 -0.890
H -3.362 -1.646 2.457
H -2.722 0.462 -4.458
H 1.534 3.779 1.466
H -3.266 -3.901 3.805
H -4.420 -4.667 4.892
C 1.733 2.974 -0.528
C -0.450 -2.931 -3.720
C -1.609 -1.950 -3.528
C 3.961 6.272 2.735
H -6.292 -3.504 3.806
C -3.654 -0.096 -2.502
H -3.242 2.532 -2.190
C -4.423 -1.470 2.257
H -4.494 0.352 1.089
H 2.529 4.801 0.455
H -4.409 0.035 -4.505
C 5.292 5.364 7.261
C -2.001 -2.396 -0.259
H -0.565 -5.400 -3.055
H 0.269 1.398 -2.100
C -3.429 -4.514 0.174
H -3.958 1.603 -3.915
H -1.090 -0.650 0.751
H -2.563 3.324 -4.255
H -0.734 -3.713 -4.432
H 5.805 4.143 8.972
H 4.690 6.450 1.946
C 4.540 -2.935 -4.212
H 4.540 6.109 6.995
O -4.054 -1.278 -0.201
C -0.521 4.038 -4.672
C 2.307 3.757 0.693
C 0.339 2.451 -0.151
H -4.057 -1.093 -2.643
H 5.838 -5.217 -3.322
H 4.096 -5.412 -3.044
H 4.398 -1.854 -4.252
H -0.955 -2.390 -0.573
H -2.526 -2.459 -3.242
H 2.417 2.143 -0.725
H -0.335 -1.095 -2.058
H -4.382 0.461 -1.904
H 4.142 2.558 0.569
O 6.559 6.023 7.212
H 5.063 5.682 9.386
H 4.298 3.722 6.252
H 2.921 -3.425 -2.268
H -0.967 4.536 -5.533
C 5.264 4.228 6.252
H 3.625 -3.395 -4.596
C 5.033 4.858 8.672
H 4.060 4.369 8.744
H -3.531 -3.266 -1.629
H -0.126 4.787 -3.983
H -2.070 -4.184 -1.406
O -2.374 1.986 1.117
O 3.108 4.341 3.770
O -5.212 -2.644 2.328
H -1.236 2.095 -4.232
C -1.741 1.231 -1.155
C -2.800 -3.564 -0.878
H 5.367 -3.203 -4.873
H 0.333 3.433 -4.981
C 3.529 3.072 1.309
H -1.790 -1.550 -4.532
H 0.354 -2.352 -4.206
C -2.311 -0.142 -1.725
O 0.016 -3.466 -2.492
C -2.077 1.154 0.346
C 4.997 -4.892 -2.706
H -1.988 -2.573 0.820
O -1.300 3.253 -2.568
C -2.684 -0.981 -0.395
H 5.696 -2.882 -2.400
C -3.655 0.558 -3.906
H -0.341 3.299 -0.060
H 1.678 3.647 -1.383
H 7.236 5.377 7.445
H 0.645 -5.266 -1.721
O 3.721 -2.994 -1.946
H -3.003 -4.340 1.160
H 3.237 2.322 2.052
H 5.180 -5.202 -1.676
H -4.063 -6.529 -0.467
H 6.043 3.493 6.475
H 5.458 4.604 5.247
H -2.361 3.254 -0.882
H 1.079 -4.930 -3.447
C -1.205 -0.758 -2.621
H -2.817 -6.535 0.757
H -4.394 -5.116 3.133
C 3.760 4.771 2.895
N -2.014 -0.243 0.688
C -1.533 3.115 -3.960
C -3.157 -6.013 -0.143
C -2.250 2.580 -1.738
H 4.373 6.629 3.681
C -4.275 -4.320 3.866
H 0.166 0.407 -0.674
H -0.856 0.029 -3.293
H -5.745 -0.820 0.793
H -5.058 -2.415 4.415
C 4.807 -3.385 -2.783
O 4.411 3.998 1.992
C -4.666 -0.718 0.957
H 3.007 6.762 2.554
H -4.505 -4.346 0.207
H 0.429 1.996 0.840
```



# 2
Below is an isolated ion of composition C4H8NO2 and charge -1 in a non-equilibrium geometry, with properties calculated with ωB97M-V/def2-TZVPD.

Results
SMILES string: [O-]/C=N/CCCO
Net charge: -1
HOMO energy (Ha): -0.1238
Frontier orbital gap (eV): 7.58
LUMO level (eV): 4.2

Structure (XYZ):
```
15
C4H8NO2 (ωB97M-V/def2-TZVPD)
H -0.496 0.425 -2.308
C -0.600 0.983 -1.341
H 0.472 0.656 0.860
C -1.424 0.190 -0.261
O 1.063 1.370 0.375
H -2.157 -0.406 -0.779
H 1.061 2.533 -0.931
H -1.957 0.983 0.381
H -0.564 -2.462 -0.015
N -0.587 -0.503 0.725
C -0.136 -1.777 0.636
H -1.363 1.714 -1.782
C 0.769 1.512 -0.964
O 0.924 -2.160 1.195
H 1.562 0.961 -1.478
```



# 3
Below is C25H18Cl3NO2PPd as an isolated structure in a non-equilibrium geometry, with properties calculated with ωB97M-V/def2-TZVPD.

Results
Net charge: +3
HOMO energy (Ha): -0.6309
Frontier orbital gap (eV): 4.64
LUMO level (eV): -12.5

Structure (XYZ):
```
51
C25H18Cl3NO2PPd (ωB97M-V/def2-TZVPD)
N -0.396 -0.950 2.714
C -0.917 0.298 -2.308
C 1.952 3.112 3.211
C 1.020 -0.135 -3.660
H 4.167 -5.205 -2.062
C -2.230 2.813 -0.858
C 2.050 -5.689 -1.948
C 3.200 -4.900 -1.682
Pd -0.640 -1.454 0.655
Cl -0.998 -3.776 -0.182
C -0.079 0.507 -1.196
C -3.305 3.677 -0.977
H -0.606 -2.462 3.906
H 2.931 0.007 -2.681
H -1.991 0.397 -2.209
O 1.575 -2.346 0.214
C -4.365 3.607 -0.078
H -3.309 4.416 -1.767
C 1.317 0.368 -1.326
H 0.951 3.036 -0.022
H 2.434 4.291 1.484
Cl 2.208 -7.034 -2.865
C -3.304 1.795 1.080
H -1.393 2.898 -1.538
C -4.379 2.652 0.930
H -5.236 2.561 1.582
C 0.329 1.643 1.497
C -0.360 -0.005 -3.537
H -5.178 4.316 -0.154
H -0.996 -0.127 -4.404
C 3.073 -3.777 -0.941
C 1.856 0.062 -2.561
H -0.111 -6.022 -1.683
H 1.292 1.771 4.748
C -2.234 1.880 0.184
H -0.639 0.141 4.414
C 1.865 3.456 1.870
P -0.821 0.823 0.385
C 0.424 1.288 2.846
Cl 4.378 -2.827 -0.549
H 1.449 -0.389 -4.621
H -3.308 1.058 1.876
C 1.712 -3.344 -0.421
C 1.036 2.737 1.016
C 0.716 -5.361 -1.454
O -1.186 -1.946 3.321
H 2.579 3.685 3.881
C 0.551 -4.247 -0.749
H 1.961 0.546 -0.473
C 1.221 2.039 3.701
C -0.264 0.117 3.393
```



# 4
Below is a 2-piece molecular cluster, H3N3O overall in a non-equilibrium geometry, with properties calculated with ωB97M-V/def2-TZVPD.

Results
SMILES string: N#[N+][O-].N
HOMO energy (Ha): -0.3699
Frontier orbital gap (eV): 11.13
LUMO level (eV): 1.1

Structure (XYZ):
```
7
H3N3O (ωB97M-V/def2-TZVPD)
H -0.572 0.066 -0.298
N 1.931 0.761 -0.632
N -1.413 0.111 0.292
N 1.994 -0.204 -0.050
O 2.076 -1.228 0.473
H -2.076 -0.597 0.141
H -1.942 1.092 0.074
```



# 5
Below is C7H10CdF7NO6PS as an isolated structure in a non-equilibrium geometry, with properties calculated with ωB97M-V/def2-TZVPD.

Results
Net charge: +1
HOMO energy (Ha): -0.4577
Frontier orbital gap (eV): 3.59
LUMO level (eV): -8.9

Structure (XYZ):
```
34
C7H10CdF7NO6PS (ωB97M-V/def2-TZVPD)
F -2.151 -1.746 -2.155
O -0.726 0.879 0.888
C -1.197 0.438 -2.052
H 4.250 -1.425 0.396
C -3.404 -0.368 -0.753
H -1.064 2.802 1.316
H 1.565 1.988 2.711
F -1.406 1.721 -1.623
H -0.870 1.684 2.723
C 1.213 2.067 1.673
F -3.290 -1.375 0.081
H 3.203 -1.825 -0.937
C -2.455 -0.475 -1.984
H 1.396 3.163 1.434
O -0.539 -1.439 1.144
C -0.405 1.936 1.757
H 2.601 -0.976 1.912
Cd -0.295 3.249 -0.047
F -3.307 0.751 -0.053
O 0.823 -1.483 -2.114
F -3.189 -0.162 -3.054
H 0.684 -0.054 2.220
S 0.455 -0.255 -1.434
O 1.722 1.181 0.777
C 3.309 -1.127 -0.097
C 2.180 -1.292 0.948
N -0.461 -2.592 0.387
F -4.647 -0.426 -1.198
H 1.959 -2.358 1.062
P 0.642 -0.194 0.747
O -0.502 -3.554 1.052
F -0.947 0.577 -3.347
H 3.474 -0.122 -0.491
O 1.381 0.812 -1.888
```



# 6
Below is CHNO4 as an isolated structure in a non-equilibrium geometry, with properties calculated with ωB97M-V/def2-TZVPD.

Results
HOMO energy (spin up / spin down) (Ha): -0.4039 / -0.4045
Frontier orbital gap (spin up / spin down) (eV): 8.54 / 8.55
LUMO level (spin up / spin down) (eV): -2.5 / -2.5

Structure (XYZ):
```
7
CHNO4 (ωB97M-V/def2-TZVPD)
C -1.061 -0.271 0.125
H 0.282 -0.063 -0.032
O -0.819 1.910 -0.123
O -2.845 1.132 0.050
N -1.607 1.032 0.009
O -1.654 -1.324 -0.039
O -1.090 -2.480 -0.059
```



Number 1: electronic energy -56291.6532 eV. Number 2: electronic energy -9861.9346 eV. Number 3: electronic energy -82107.3384 eV. Number 4: electronic energy -6564.2942 eV. Number 5: electronic energy -64888.7195 eV. Number 6: electronic energy -10723.5930 eV.